Record 1
Formula: C21H41FInO9S3
Source: OMol25
Level of theory: ωB97M-V/def2-TZVPD

Output
- E_LUMO: 2.0585 eV
- 2S+1: 1
- HOMO-LUMO gap: 7.0 eV
- Max |F|: 0.7 eV/Å
- ΔE to the lowest compared entry with this formula, charge and spin: 0.159 eV
- Charge: -1

Positions of all 76 atoms, in Å:
C 4.283 -2.376 -2.246
C 4.966 -1.553 -3.292
O 6.140 -1.636 -3.575
O 4.115 -0.705 -3.918
C 4.612 0.634 -4.118
C 4.733 1.433 -2.819
C 3.667 2.545 -2.684
C 3.243 2.803 -1.238
C 2.081 1.943 -0.714
In 0.280 1.742 -2.018
C -0.071 -0.486 -2.404
C -1.158 -0.706 -3.341
O -2.138 -1.406 -3.251
F -1.037 0.013 -4.498
H 3.764 -1.717 -1.548
H 5.003 -3.008 -1.732
H 3.516 -3.012 -2.694
H 5.572 0.571 -4.635
H 3.905 1.097 -4.805
H 5.719 1.905 -2.814
H 4.657 0.771 -1.952
H 4.095 3.470 -3.089
H 2.815 2.307 -3.321
H 4.132 2.603 -0.616
H 3.027 3.865 -1.085
H 2.421 0.941 -0.439
H 1.723 2.405 0.213
H -1.230 2.347 -1.299
H 0.526 2.533 -3.591
H -0.340 -0.990 -1.476
H 0.845 -0.926 -2.805
C 1.276 -1.711 3.991
C 1.062 -3.117 3.410
C 0.786 -2.945 1.908
S 1.636 -1.437 1.417
O 0.656 -0.449 1.058
O 2.741 -1.767 0.550
C 2.247 -1.019 3.041
H 1.670 -1.742 5.005
H 0.330 -1.175 4.022
H 1.959 -3.721 3.561
H 0.234 -3.631 3.898
H 1.163 -3.766 1.304
H -0.272 -2.793 1.706
H 2.260 0.065 3.126
H 3.260 -1.410 3.134
C -6.047 -1.053 -4.020
C -5.408 -2.281 -3.361
C -5.923 -2.342 -1.918
S -7.547 -1.573 -1.933
O -7.512 -0.372 -1.135
O -8.570 -2.567 -1.702
C -7.530 -1.111 -3.663
H -5.899 -1.050 -5.099
H -5.598 -0.143 -3.618
H -5.710 -3.184 -3.898
H -4.322 -2.226 -3.387
H -6.031 -3.359 -1.552
H -5.295 -1.768 -1.239
H -8.057 -0.167 -3.780
H -8.043 -1.900 -4.213
C -0.501 2.892 4.153
C -1.389 3.494 5.251
C -1.437 2.486 6.408
S 0.110 1.571 6.336
O -0.189 0.195 6.022
O 0.934 1.899 7.474
C 0.743 2.374 4.867
H -0.243 3.622 3.389
H -1.018 2.066 3.660
H -0.953 4.433 5.600
H -2.390 3.713 4.884
H -1.510 2.960 7.383
H -2.243 1.765 6.285
H 1.311 1.653 4.287
H 1.390 3.186 5.195

***

Record 2
Formula: C33H37AuF2N3O2P
Source: OMol25
Level of theory: ωB97M-V/def2-TZVPD

Output
- E_LUMO (spin up / spin down): -9.2182 / -9.7485 eV
- 2S+1: 1
- HOMO-LUMO gap (spin up / spin down): 5.2 / 4.3 eV
- Max |F|: 0.7 eV/Å
- ΔE to the lowest compared entry with this formula, charge and spin: 1.097 eV
- Charge: +2

Positions of all 79 atoms, in Å:
Au 0.076 -0.788 0.219
O -7.334 1.932 -1.907
C -6.120 1.631 -2.403
O -5.997 1.290 -3.541
C -4.920 1.786 -1.498
C -3.716 1.313 -2.008
C -2.558 1.392 -1.254
C -2.606 1.958 0.007
C -3.790 2.466 0.520
C -4.949 2.370 -0.235
N -1.374 2.056 0.755
C -1.293 1.432 2.045
C 1.203 1.356 2.724
C 2.165 1.626 3.677
C 3.446 1.108 3.520
C 3.722 0.361 2.393
C 2.697 0.124 1.490
N 1.450 0.580 1.645
H -7.291 2.156 -0.974
H -3.715 0.890 -3.004
H -1.609 1.038 -1.634
H -3.816 2.955 1.487
H -5.859 2.790 0.175
H -2.238 1.653 2.592
H 1.954 2.267 4.523
H 4.213 1.312 4.254
H 4.707 -0.037 2.200
H 2.872 -0.463 0.599
F -0.156 6.542 -0.491
C -0.130 5.509 0.337
C -0.822 4.366 -0.029
C -0.767 3.321 0.874
C -0.075 3.410 2.079
C 0.595 4.580 2.382
F 1.238 4.645 3.559
C 0.583 5.658 1.529
C -0.129 2.089 2.791
C -0.640 2.234 4.197
C -1.250 1.219 4.932
C -1.391 -0.084 4.498
C -1.261 -0.650 3.162
N -1.236 -0.008 2.053
H -1.369 4.321 -0.960
H 1.093 6.581 1.764
H -0.518 3.197 4.685
H -1.531 1.437 5.954
H -1.703 -0.808 5.244
H -1.258 -1.734 3.104
C -2.157 -2.057 -2.871
C -1.328 -3.039 -2.045
C -1.218 -4.382 -2.775
P 0.275 -2.323 -1.494
C 1.217 -1.562 -2.868
C 0.709 -0.171 -3.259
C 1.394 -2.458 -4.093
C 1.248 -3.763 -0.915
C 0.543 -4.433 0.264
C 2.687 -3.411 -0.549
H -3.179 -2.427 -2.950
H -1.765 -1.970 -3.885
H -2.196 -1.062 -2.431
H -1.853 -3.207 -1.098
H -0.649 -4.297 -3.700
H -2.223 -4.711 -3.044
H -0.773 -5.170 -2.170
H 2.196 -1.413 -2.398
H -0.228 -0.217 -3.812
H 1.444 0.312 -3.904
H 0.568 0.471 -2.387
H 0.457 -2.571 -4.637
H 1.767 -3.452 -3.843
H 2.110 -2.001 -4.776
H 1.264 -4.457 -1.760
H 0.470 -3.742 1.109
H 1.118 -5.299 0.593
H -0.463 -4.776 0.021
H 2.712 -2.734 0.308
H 3.243 -2.960 -1.370
H 3.216 -4.319 -0.259

***

Record 3
Formula: C54H54BrGeN4O2Ti
Source: OMol25
Level of theory: ωB97M-V/def2-TZVPD

Output
- E_LUMO (spin up / spin down): 3.9021 / 3.9016 eV
- 2S+1: 2
- HOMO-LUMO gap (spin up / spin down): 2.9 / 2.8 eV
- Max |F|: 8.5 eV/Å
- Charge: -2

Positions of all 117 atoms, in Å:
Ti 0.271 0.060 0.922
C -3.356 2.684 1.549
C -2.400 3.274 0.549
C -2.843 4.293 -0.308
C -1.983 4.840 -1.257
C -0.674 4.373 -1.364
C -0.207 3.361 -0.513
C 1.201 2.854 -0.658
C -1.063 2.830 0.471
N -0.610 1.815 1.329
C -0.140 2.121 2.497
C 0.046 3.499 3.072
C 0.210 0.952 3.389
C -0.227 1.037 4.826
N 0.894 0.004 2.831
C 1.354 -1.073 3.607
C 0.613 -2.270 3.665
C -0.672 -2.413 2.898
C 1.089 -3.340 4.437
C 2.292 -3.233 5.131
C 3.041 -2.062 5.050
C 2.593 -0.983 4.274
C 3.435 0.261 4.187
H -4.392 2.953 1.317
H -3.127 3.052 2.554
H -3.300 1.590 1.541
H -3.867 4.654 -0.250
H -2.337 5.621 -1.924
H -0.022 4.797 -2.123
H 1.698 3.297 -1.527
H 1.205 1.768 -0.798
H 1.790 3.109 0.229
H 0.271 4.232 2.294
H 0.880 3.499 3.779
H -0.866 3.799 3.594
H -1.159 1.604 4.901
H 0.546 1.542 5.411
H -0.407 0.047 5.250
H -1.408 -1.681 3.245
H -1.108 -3.409 3.031
H -0.493 -2.272 1.827
H 0.526 -4.269 4.493
H 2.654 -4.069 5.724
H 3.988 -2.001 5.583
H 4.463 0.068 4.511
H 3.017 1.045 4.825
H 3.490 0.624 3.155
C -3.496 -2.718 3.551
C -3.599 -2.174 2.137
C -2.374 -1.464 1.749
N -1.406 -0.903 1.440
H -4.416 -3.244 3.825
H -3.336 -1.911 4.275
H -2.661 -3.422 3.644
H -4.457 -1.496 2.069
H -3.784 -3.000 1.441
C 4.297 2.388 -0.401
C 3.314 2.071 -1.333
C 2.183 1.403 -0.891
N 1.978 1.040 0.394
C 2.950 1.362 1.276
C 4.115 2.028 0.930
H 5.197 2.911 -0.710
H 3.425 2.337 -2.378
H 1.387 1.133 -1.580
H 2.762 1.060 2.302
H 4.862 2.260 1.680
Br 3.188 -6.016 3.046
C 2.954 -5.369 1.283
C 3.390 -6.139 0.205
C 3.218 -5.665 -1.094
C 2.612 -4.425 -1.309
C 2.168 -3.639 -0.231
C 2.348 -4.131 1.073
C 1.511 -2.294 -0.469
O 1.384 -1.918 -1.677
O 1.137 -1.643 0.557
H 3.861 -7.103 0.367
H 3.553 -6.253 -1.943
H 2.477 -4.052 -2.324
H 2.007 -3.528 1.912
C -0.409 0.151 -1.112
Ge -0.977 0.397 -2.958
C -2.477 1.629 -2.893
C -2.511 2.857 -3.572
C -3.632 3.688 -3.475
C -4.728 3.301 -2.701
C -4.704 2.082 -2.022
C -3.585 1.250 -2.118
C -1.718 -1.238 -3.653
C -1.790 -2.387 -2.855
C -2.331 -3.568 -3.374
C -2.800 -3.603 -4.691
C -2.729 -2.457 -5.490
C -2.188 -1.276 -4.972
C 0.650 0.676 -3.981
C 1.621 -0.337 -3.931
C 2.818 -0.212 -4.641
C 3.058 0.929 -5.409
C 2.099 1.943 -5.466
C 0.900 1.819 -4.756
H -1.692 3.189 -4.175
H -3.651 4.633 -4.002
H -5.594 3.946 -2.628
H -5.553 1.780 -1.422
H -3.582 0.307 -1.586
H -1.431 -2.372 -1.835
H -2.387 -4.455 -2.757
H -3.219 -4.517 -5.092
H -3.092 -2.485 -6.509
H -2.136 -0.393 -5.596
H 1.450 -1.228 -3.340
H 3.560 -0.999 -4.596
H 3.984 1.027 -5.960
H 2.285 2.827 -6.062
H 0.193 2.617 -4.826
H -1.355 0.504 0.413

***

Record 4
Formula: C27H60N4O12PS3
Source: OMol25
Level of theory: ωB97M-V/def2-TZVPD

Output
- E_LUMO: 1.6677 eV
- 2S+1: 1
- HOMO-LUMO gap: 5.9 eV
- Max |F|: 3.3 eV/Å
- Charge: -1

Positions of all 107 atoms, in Å:
C -6.418 -2.037 0.357
C -5.479 -1.193 -0.552
C -5.115 -1.945 -1.853
C -4.305 -1.014 -2.768
N -3.058 -0.504 -2.142
C -2.533 0.527 -3.074
C -1.174 1.219 -2.736
C -0.997 1.618 -1.262
C 0.233 2.549 -0.977
C 1.665 1.962 -0.879
O 2.017 1.262 -2.044
P 2.259 -0.440 -1.842
C 4.151 -0.377 -1.946
C 4.707 0.556 -3.035
C 4.711 -0.047 -4.444
S 5.702 -1.571 -4.565
O 6.775 -1.580 -3.612
O 6.226 -1.593 -5.915
O 4.737 -2.853 -4.353
O 2.177 -0.302 -0.084
C 2.075 1.022 0.315
O 1.543 1.273 1.594
C 0.552 0.329 1.971
C -0.497 0.973 2.935
C -1.926 0.631 2.387
C -0.413 2.509 2.961
C 0.676 3.080 3.879
C 0.355 2.940 5.384
C 0.788 4.611 3.536
C -2.225 -1.655 -2.028
S -1.379 -2.375 -3.228
S -2.206 -2.324 -0.368
C -1.007 -3.679 -0.328
C -0.415 -3.731 1.094
C -0.087 -5.180 1.573
H -5.886 -2.287 1.278
H -7.308 -1.439 0.566
H -6.712 -2.960 -0.147
H -4.544 -0.943 -0.049
H -5.960 -0.256 -0.856
H -4.578 -2.867 -1.614
H -6.029 -2.255 -2.379
H -4.915 -0.192 -3.156
H -4.027 -1.608 -3.659
H -3.277 1.336 -3.086
H -2.507 0.106 -4.090
H -1.184 2.154 -3.317
H -0.343 0.634 -3.132
H -1.034 0.741 -0.611
H -1.882 2.225 -1.001
H -0.014 3.141 -0.090
H 0.268 3.242 -1.830
H 2.338 2.834 -0.848
H 2.145 -0.518 -3.304
H 2.353 -1.893 -1.759
H 0.836 -0.653 -1.737
H 4.562 -0.069 -0.975
H 4.497 -1.402 -2.113
H 4.226 1.536 -3.083
H 5.761 0.750 -2.787
H 5.225 0.638 -5.125
H 3.712 -0.191 -4.865
H 3.998 -2.716 -4.963
H 3.146 1.295 0.448
H 0.064 -0.169 1.132
H 1.040 -0.469 2.553
H -0.460 0.524 3.932
H -2.642 0.884 3.179
H -2.116 1.359 1.588
H -2.011 -0.399 2.041
H -0.265 2.930 1.965
H -1.404 2.864 3.291
H 1.663 2.665 3.670
H -0.024 1.938 5.615
H 1.295 3.052 5.937
H -0.316 3.723 5.747
H 0.916 5.232 4.420
H -0.154 4.898 3.051
H 1.583 4.720 2.795
H -0.195 -3.553 -1.043
H -1.509 -4.620 -0.583
H -1.176 -3.351 1.790
H 0.468 -3.104 1.189
H 0.928 -5.163 1.979
H -0.160 -5.928 0.779
H -0.739 -5.466 2.395
C 0.159 2.562 -6.947
N -0.870 2.894 -5.928
O -0.485 3.321 -4.867
O -2.028 2.709 -6.237
H 1.137 2.775 -6.531
H 0.057 1.506 -7.180
H -0.036 3.177 -7.820
C 0.382 -9.676 3.088
N -0.626 -8.584 3.079
O -0.268 -7.492 3.450
O -1.739 -8.871 2.697
H 1.322 -9.276 3.449
H 0.013 -10.456 3.747
H 0.481 -10.038 2.069
C 2.206 7.639 7.734
N 1.325 7.113 6.658
O 1.044 7.860 5.748
O 0.951 5.969 6.771
H 2.460 8.666 7.502
H 1.654 7.576 8.667
H 3.095 7.015 7.762

***

Record 5
Formula: C3H3IS
Source: OMol25
Level of theory: ωB97M-V/def2-TZVPD

Output
- E_LUMO (spin up / spin down): -3.9201 / -4.0580 eV
- 2S+1: 1
- HOMO-LUMO gap (spin up / spin down): 5.0 / 4.6 eV
- Max |F|: 4.5 eV/Å
- ΔE to the lowest compared entry with this formula, charge and spin: 5.457 eV

Positions of all 8 atoms, in Å:
C 3.221 -2.596 1.697
C 3.249 -3.730 1.275
C 0.119 0.019 -0.138
S 1.626 -0.795 -0.659
I 3.905 -5.654 1.007
H -0.587 -0.732 0.200
H -0.283 0.554 -0.992
H 0.340 0.717 0.666

***

Record 6
Formula: C4H8OS3
Source: OMol25
Level of theory: ωB97M-V/def2-TZVPD

Output
- E_LUMO: 0.6126 eV
- 2S+1: 1
- HOMO-LUMO gap: 9.4 eV
- Max |F|: 2.1 eV/Å
- ΔE to the lowest compared entry with this formula, charge and spin: 0.030 eV

Positions of all 16 atoms, in Å:
C 0.977 0.171 -2.355
C 0.316 2.273 -0.619
C -0.530 0.095 0.804
C -1.011 -2.245 2.299
H 1.897 -0.099 -1.812
H 1.121 -0.002 -3.429
H 0.105 -0.339 -1.959
H 0.086 3.334 -0.571
H 1.099 2.036 0.143
H -0.427 -2.862 1.593
H -1.695 -2.912 2.854
H -0.282 -1.768 2.967
O 0.639 -0.082 1.072
S 0.799 1.956 -2.309
S -1.220 1.405 -0.057
S -1.876 -0.962 1.379

***

Record 7
Formula: C3H5N3
Source: OMol25
Level of theory: ωB97M-V/def2-TZVPD

Output
- E_LUMO: 0.9818 eV
- 2S+1: 1
- HOMO-LUMO gap: 9.5 eV
- Max |F|: 7.2 eV/Å
- ΔE to the lowest compared entry with this formula, charge and spin: 2.809 eV

Positions of all 11 atoms, in Å:
C 0.494 -0.116 -0.025
C -0.398 -1.309 0.068
C -0.243 0.998 0.054
H 2.170 -0.853 0.488
H 2.228 0.766 -0.019
H -0.200 -2.288 -0.019
H -2.221 1.110 -0.222
H -0.491 2.200 0.110
N 1.898 -0.132 -0.231
N -1.668 -0.801 -0.143
N -1.569 0.425 -0.062